The following is a quantum chemistry calculation of C3H4N2O3 in the gas phase at a distorted geometry, from OMol25.

Computed properties:
SMILES string: Oc1cnn(O)c1O
HOMO, eV: -8.70
DFT total energy, hartree: -451.76937
Kohn-Sham gap, eV: 9.06
M, Da: 116.08
Lowest unoccupied orbital energy, eV: 0.4
ΔE to the lowest compared entry with this formula, charge and spin, eV: 5.725

CARTESIAN COORDINATES (ANGSTROEM)
O1 -2.369 0.321 -0.153
C1 -1.045 -0.280 -0.036
C2 -0.423 -1.501 -0.139
N1 0.974 -1.316 0.043
N2 1.074 -0.017 -0.012
O2 2.258 0.559 -0.069
C3 -0.032 0.695 -0.044
O3 -0.231 2.093 -0.079
H1 -3.047 -0.361 0.471
H2 -0.672 -2.431 0.085
H3 2.823 -0.208 -0.546
H4 0.690 2.447 0.481

Atomic forces in eV per Å
-1.246 -5.167 3.163
-1.995 3.187 -1.009
3.505 2.996 1.196
-2.569 -0.160 -1.218
-0.510 0.394 0.214
4.179 -1.755 -1.533
-2.253 0.753 0.082
5.206 -0.983 2.602
2.939 3.120 -2.866
-1.794 -3.871 0.316
-1.478 2.598 1.545
-3.983 -1.111 -2.493